Formula: C38H83AlN10O13P
Source: OMol25
Level of theory: ωB97M-V with the def2-TZVPD basis set

```
146
Properties=species:S:1:pos:R:3:mulliken_charge:R:1
C -1.9094 2.8792 -0.1948 -1.1559
C -0.8861 1.9315 0.5230 0.9229
C 0.5454 2.2136 0.3428 -0.3334
C 1.5331 1.3707 1.0248 -1.2828
C 1.0424 0.2568 1.8306 1.0185
C 2.0219 -0.6827 2.6188 -1.1668
Al 1.9500 -0.0329 4.5868 0.1582
P 1.4239 2.2777 4.6259 0.7303
O 0.0997 2.5942 3.9525 -0.7296
O 2.5880 3.1823 3.7920 -0.4576
O 1.2252 2.8388 6.2342 -0.4599
C -0.3959 -0.0500 1.9990 -0.2309
C -1.3643 0.8117 1.3287 -0.6479
H -2.0089 3.8848 0.2995 0.2515
H -1.5692 2.9821 -1.2604 0.1565
H -2.9233 2.3939 -0.1110 0.2792
H 0.9001 3.0556 -0.2996 0.4923
H 2.6341 1.5286 0.9640 0.4083
H 3.0594 -0.6644 2.1950 0.4619
H 1.6505 -1.7389 2.5862 0.4053
H 0.6823 -0.7669 5.2453 -0.1621
H 3.2925 -0.3568 5.3906 -0.3871
H 2.0861 3.9587 3.4604 0.2540
H 0.2539 2.8240 6.3538 0.2438
H -0.6887 -0.9254 2.6336 0.0896
H -2.4463 0.5800 1.4951 0.1761
C -0.4814 2.1702 -4.0207 -0.2856
O -1.0105 2.0052 -2.9371 -0.4536
N 0.8217 2.4789 -4.2161 0.5241
C 1.3787 2.6607 -5.5404 -1.0021
C 1.6900 2.6340 -3.0612 -0.1130
H -1.0486 2.0770 -4.9634 0.3744
H 2.1827 1.9366 -5.6948 0.2569
H 1.7816 3.6730 -5.6248 0.3271
H 0.6158 2.5153 -6.3055 0.3314
H 1.6972 1.7018 -2.4930 -0.0253
H 1.2973 3.4293 -2.4263 -0.3617
H 2.7034 2.8819 -3.3738 0.4848
C 0.9189 6.9881 -1.0196 0.0816
O 1.8386 6.2052 -1.1556 -0.5686
N -0.0884 7.1836 -1.9106 0.1694
C -1.1503 8.1392 -1.6728 -0.9638
C -0.1012 6.4116 -3.1385 -0.7410
H 0.8303 7.6257 -0.1245 0.2934
H -2.1095 7.6161 -1.6650 0.3266
H -1.1494 8.8844 -2.4727 0.3353
H -1.0111 8.6427 -0.7165 0.3079
H -0.1389 5.3482 -2.8907 0.0343
H 0.8184 6.6103 -3.6941 0.3002
H -0.9631 6.6767 -3.7492 0.3850
C -4.0121 -1.0054 -6.0221 0.3640
O -4.2457 -1.8853 -6.8370 -0.6915
N -3.3966 -1.1870 -4.8336 0.2364
C -3.1524 -0.0906 -3.9157 -0.6577
C -2.9618 -2.5213 -4.4586 -1.1152
H -4.2981 0.0431 -6.2057 0.1683
H -2.0797 -0.0036 -3.7467 -0.0554
H -3.6548 -0.2966 -2.9680 0.2957
H -3.5269 0.8493 -4.3212 0.3554
H -2.2564 -2.8866 -5.2032 0.3014
H -3.8273 -3.1885 -4.4380 0.3405
H -2.4857 -2.5084 -3.4804 0.4092
C 7.0421 1.7276 2.1531 0.0906
O 6.4119 2.0184 1.1533 -0.5810
N 6.7483 2.1334 3.4091 0.2088
C 7.5507 1.7438 4.5494 -0.9305
C 5.5900 2.9877 3.6244 -0.6779
H 7.9385 1.0848 2.1067 0.2544
H 6.9249 1.1968 5.2583 0.3132
H 7.9482 2.6403 5.0323 0.3201
H 8.3804 1.1073 4.2405 0.3137
H 4.6959 2.4744 3.2763 0.0726
H 5.7118 3.9075 3.0477 0.2859
H 5.4842 3.2289 4.6808 0.3078
C -6.2659 1.9466 -8.5103 0.1028
O -5.2828 1.7380 -7.8252 -0.5772
N -6.9237 1.0160 -9.2428 0.1399
C -8.0901 1.3464 -10.0346 -0.9325
C -6.4449 -0.3568 -9.2347 -0.8604
H -6.7136 2.9518 -8.5894 0.2321
H -8.9403 0.7548 -9.6863 0.3283
H -7.8907 1.1125 -11.0833 0.3269
H -8.3322 2.4054 -9.9453 0.3013
H -6.4591 -0.7370 -8.2119 0.2687
H -5.4169 -0.3806 -9.5999 0.2782
H -7.0730 -0.9829 -9.8672 0.3636
C 0.8734 -3.1745 -4.7912 0.0549
O -0.1718 -3.5757 -4.3066 -0.5295
N 1.6482 -2.1978 -4.2746 0.3072
C 2.8798 -1.7754 -4.9093 -0.7442
C 1.2332 -1.5476 -3.0386 -0.7752
H 1.2774 -3.5990 -5.7256 0.3016
H 3.7109 -1.9296 -4.2178 0.3438
H 2.8083 -0.7142 -5.1604 0.1505
H 3.0624 -2.3460 -5.8199 0.2946
H 1.1519 -2.2947 -2.2476 0.2996
H 0.2540 -1.0867 -3.1841 -0.0786
H 1.9553 -0.7863 -2.7482 0.4174
C 4.0617 4.7180 10.1118 0.1067
O 4.9788 3.9351 9.9486 -0.5861
N 3.0472 4.9273 9.2422 0.1964
C 1.9917 5.8800 9.5112 -0.8970
C 3.0113 4.1735 7.9957 -1.0053
H 3.9869 5.3419 11.0199 0.2442
H 1.0317 5.3583 9.5244 0.3077
H 1.9819 6.6374 8.7236 0.3058
H 2.1459 6.3683 10.4740 0.3184
H 2.9742 3.1083 8.2222 0.3047
H 3.9206 4.3788 7.4263 0.2585
H 2.1427 4.4504 7.4077 0.4470
C -2.3410 -3.0230 4.8294 -0.3247
O -1.5617 -2.1106 4.6460 -0.5387
N -3.3675 -3.3550 4.0057 0.1682
C -4.2598 -4.4616 4.2894 -1.0616
C -3.5760 -2.5734 2.8006 -0.8611
H -2.2681 -3.6741 5.7149 0.6050
H -4.2043 -5.1851 3.4727 0.3142
H -5.2826 -4.0818 4.3728 0.3503
H -3.9842 -4.9538 5.2195 0.3936
H -2.6804 -2.6236 2.1774 0.2513
H -3.7517 -1.5301 3.0728 0.2732
H -4.4309 -2.9555 2.2437 0.4105
C 1.3457 -6.4055 -3.1913 0.1790
O 2.3296 -6.6091 -2.5036 -0.6404
N 0.6963 -7.3469 -3.9256 0.1006
C -0.4752 -7.0353 -4.7257 -0.7353
C 1.1914 -8.7100 -3.9083 -0.9543
H 0.8930 -5.4048 -3.2715 0.2312
H -1.3167 -7.6379 -4.3742 0.3526
H -0.2663 -7.2739 -5.7720 0.3229
H -0.7320 -5.9789 -4.6440 0.1393
H 1.1778 -9.0861 -2.8830 0.2863
H 2.2219 -8.7247 -4.2703 0.2949
H 0.5728 -9.3466 -4.5397 0.3850
C -0.8657 -5.9082 5.6945 0.2338
O -1.9609 -6.2693 5.3011 -0.6336
N -0.1288 -6.5353 6.6403 0.0831
C 1.1700 -6.0413 7.0560 -0.9000
C -0.6549 -7.7384 7.2566 -0.9518
H -0.3748 -5.0074 5.2924 0.2989
H 1.9244 -6.8075 6.8622 0.3327
H 1.1441 -5.8192 8.1253 0.3369
H 1.4330 -5.1356 6.5104 0.3006
H -0.8302 -8.4917 6.4856 0.2938
H -1.6061 -7.5090 7.7417 0.2881
H 0.0475 -8.1256 7.9934 0.3796
```

## Properties
Total energy, Eh: -3607.29307
Charge: -1
Largest force on an atom, Eh/bohr: 0.057
Frontier orbital gap, eV: 5.902